1.
Computed, not measured: the molecule H4SSi at a distorted geometry, with the ωB97M-V functional and the def2-TZVPD basis.

Properties
- energy above the lowest of the compared OMol25 structures with the same formula, charge and spin (kJ/mol) = 62.4
- highest occupied orbital energy (eV) = -9.52
- E_tot (a.u.) = -690.0467
- total charge = 0
- F_max (eV Å⁻¹) = 2.6

The geometry in XYZ format:
```
6
Properties=species:S:1:pos:R:3:mulliken_charge:R:1
Si -0.63 0.06 0.01 0.54
S 1.48 0.44 0.00 -0.32
H -0.84 -0.74 -1.13 -0.11
H -1.12 -0.53 1.17 -0.13
H -0.89 1.44 0.42 -0.10
H 2.00 -0.66 -0.47 0.12
```

***

2.
Computed, not measured: a cluster of 25 separate species, H50O25 in total at a distorted geometry, with the ωB97M-V functional and the def2-TZVPD basis.

Properties
- energy above the lowest of the compared OMol25 structures with the same formula, charge and spin (kJ/mol) = 146.9
- highest occupied orbital energy (eV) = -10.40
- E_tot (a.u.) = -1911.0837
- total charge = 0
- F_max (eV Å⁻¹) = 3.7

The geometry in XYZ format:
```
75
Properties=species:S:1:pos:R:3:mulliken_charge:R:1
O 12.13 6.26 12.25 -0.63
H 12.83 6.91 12.06 0.38
H 12.31 6.03 13.17 0.29
O 13.12 16.94 8.58 -0.70
H 13.78 16.95 9.29 0.34
H 13.42 16.16 8.12 0.35
O 5.96 11.14 9.50 -0.77
H 6.13 11.85 10.14 0.32
H 5.80 10.28 9.99 0.39
O 12.57 13.86 9.76 -0.67
H 12.51 13.61 10.72 0.30
H 11.65 13.65 9.48 0.26
O 5.76 9.01 11.09 -0.67
H 4.94 8.42 11.16 0.30
H 6.37 8.53 11.68 0.37
O 9.70 6.73 11.17 -0.75
H 9.99 7.53 10.72 0.32
H 10.47 6.42 11.69 0.42
O 8.47 13.58 6.47 -0.67
H 7.58 13.21 6.50 0.33
H 9.08 12.96 6.08 0.39
O 14.26 7.72 11.28 -0.74
H 14.54 7.15 10.51 0.30
H 13.74 8.37 10.76 0.43
O 10.62 11.82 6.19 -0.78
H 10.17 11.41 6.93 0.36
H 11.18 12.45 6.60 0.36
O 13.80 14.87 6.63 -0.59
H 14.32 14.11 6.44 0.32
H 14.03 15.41 5.88 0.27
O 12.84 11.93 7.98 -0.56
H 13.55 11.80 7.32 0.28
H 12.98 12.75 8.46 0.42
O 7.60 7.70 12.64 -0.68
H 7.44 7.48 13.54 0.27
H 8.36 7.07 12.31 0.41
O 12.52 6.20 8.96 -0.63
H 11.80 5.59 9.28 0.32
H 12.03 7.07 8.89 0.26
O 8.94 17.07 11.91 -0.71
H 8.10 17.45 11.67 0.30
H 9.51 17.03 11.10 0.40
O 9.87 12.21 11.11 -0.61
H 9.75 12.46 10.23 0.29
H 9.66 13.03 11.63 0.36
O 13.00 9.38 9.18 -0.51
H 12.97 10.34 8.85 0.29
H 13.08 8.84 8.39 0.24
O 8.93 11.07 8.53 -0.45
H 8.95 10.23 8.99 0.14
H 8.05 11.42 8.73 0.26
O 8.92 14.31 13.09 -0.68
H 8.80 15.16 12.59 0.39
H 9.66 14.48 13.74 0.31
O 9.61 13.89 8.77 -0.51
H 9.10 13.74 7.95 0.24
H 9.82 14.83 8.90 0.36
O 15.36 12.52 6.38 -0.64
H 15.26 11.68 5.87 0.32
H 15.99 12.35 7.08 0.28
O 10.37 9.51 10.55 -0.38
H 10.08 10.31 11.05 0.27
H 11.32 9.52 10.38 0.21
O 10.28 16.67 9.16 -0.79
H 11.29 16.69 9.19 0.41
H 10.18 17.37 8.50 0.31
O 5.74 12.23 6.94 -0.67
H 5.55 11.90 7.86 0.39
H 5.19 13.05 6.82 0.32
O 14.83 9.66 6.51 -0.66
H 14.82 8.71 6.62 0.39
H 14.85 10.02 7.41 0.25
O 15.05 7.14 7.15 -0.68
H 15.79 7.02 7.82 0.34
H 14.35 6.64 7.59 0.32
```

***

3.
Computed, not measured: a cluster of 26 separate species, H52O26 in total at a distorted geometry, with the ωB97M-V functional and the def2-TZVPD basis.

Properties
- energy above the lowest of the compared OMol25 structures with the same formula, charge and spin (kJ/mol) = 330.2
- highest occupied orbital energy (eV) = -9.56
- E_tot (a.u.) = -1987.4363
- total charge = 0
- F_max (eV Å⁻¹) = 1.1

The geometry in XYZ format:
```
78
Properties=species:S:1:pos:R:3:mulliken_charge:R:1
O -2.51 0.45 1.19 -0.31
H -2.73 0.89 2.01 0.16
H -3.09 0.84 0.54 0.19
O -1.22 -2.57 -2.55 -0.65
H -0.85 -1.75 -2.21 0.28
H -2.10 -2.33 -2.83 0.25
O 4.32 2.55 -0.16 -0.65
H 4.82 1.96 0.42 0.30
H 4.22 3.35 0.35 0.28
O -0.76 1.51 -2.23 -0.54
H -1.22 1.41 -3.06 0.31
H -1.26 2.18 -1.76 0.14
O 4.44 0.61 -2.82 -0.72
H 4.21 -0.31 -2.94 0.26
H 3.60 1.04 -2.61 0.35
O -2.10 -2.60 1.35 -0.40
H -2.15 -1.99 0.62 0.09
H -2.45 -3.42 1.00 0.39
O 1.20 -1.43 -4.89 -0.59
H 1.48 -1.88 -4.10 0.30
H 2.01 -1.22 -5.36 0.29
O 4.74 -1.28 -0.58 -0.65
H 4.64 -1.51 -1.50 0.31
H 4.47 -0.36 -0.53 0.31
O -3.44 3.13 0.45 -0.55
H -4.05 3.69 0.93 0.26
H -2.71 3.00 1.05 0.26
O 0.09 -2.39 4.01 -0.63
H 0.68 -2.57 3.28 0.30
H 0.36 -1.54 4.34 0.36
O 1.92 1.43 0.65 -0.24
H 2.65 1.83 0.17 0.22
H 2.29 1.24 1.52 0.00
O -2.81 -4.82 0.14 -0.64
H -2.26 -5.57 -0.06 0.30
H -3.30 -4.66 -0.66 0.27
O -2.78 0.98 -3.83 -0.63
H -3.57 1.45 -4.10 0.30
H -2.98 0.69 -2.94 0.28
O 0.21 0.25 4.19 -0.67
H -0.52 0.55 3.64 0.29
H 0.99 0.64 3.78 0.34
O -4.16 1.86 3.08 -0.56
H -4.91 1.31 2.84 0.31
H -4.23 1.93 4.04 0.27
O -0.07 -0.46 -0.13 0.57
H -0.73 -0.32 0.55 -0.11
H 0.51 0.29 -0.06 -0.06
O 0.04 3.28 0.08 -0.67
H 0.50 2.74 0.73 0.35
H 0.26 2.89 -0.76 0.18
O 1.66 0.28 -1.96 0.44
H 0.76 0.60 -2.00 -0.11
H 1.59 -0.59 -1.57 0.02
O 1.73 -3.34 -2.20 -0.56
H 0.83 -3.35 -2.52 0.29
H 1.90 -4.24 -1.92 0.25
O 1.91 2.92 -3.01 -0.68
H 2.02 2.15 -2.45 0.18
H 1.77 2.56 -3.89 0.35
O 3.26 0.75 3.24 -0.56
H 3.49 0.24 4.01 0.27
H 3.95 1.40 3.17 0.23
O 2.64 -2.10 1.61 -0.61
H 3.18 -2.06 0.81 0.31
H 2.29 -1.22 1.70 0.24
O -4.61 1.79 -1.76 -0.57
H -4.27 2.45 -1.15 0.33
H -5.56 1.89 -1.71 0.27
O 0.65 -4.16 1.00 -0.66
H 0.01 -3.47 0.82 0.29
H 1.48 -3.70 1.07 0.35
O -0.63 5.51 1.66 -0.62
H -0.39 4.91 0.95 0.39
H -1.01 6.26 1.21 0.31
O -2.87 -3.29 3.88 -0.64
H -2.33 -2.98 3.15 0.40
H -3.17 -4.16 3.60 0.27
```

***

4.
Computed, not measured: a cluster of 28 separate species, H56O28 in total at a distorted geometry, with the ωB97M-V functional and the def2-TZVPD basis.

Properties
- energy above the lowest of the compared OMol25 structures with the same formula, charge and spin (kJ/mol) = 103.4
- highest occupied orbital energy (eV) = -11.02
- E_tot (a.u.) = -2140.4080
- total charge = 0
- F_max (eV Å⁻¹) = 3.2

The geometry in XYZ format:
```
84
Properties=species:S:1:pos:R:3:mulliken_charge:R:1
O 1.02 1.79 -1.70 -0.74
H 0.02 1.73 -1.82 0.44
H 1.02 2.75 -1.68 0.27
O 0.75 -0.41 -3.62 -0.57
H 1.02 0.37 -3.07 0.37
H 1.56 -0.93 -3.76 0.34
O -0.26 1.93 2.71 -0.61
H 0.55 2.29 2.31 0.25
H 0.01 1.27 3.33 0.24
O 1.08 6.05 1.61 -0.72
H 0.25 5.60 1.73 0.42
H 1.61 5.82 2.40 0.31
O 6.08 2.46 2.49 -0.62
H 6.36 1.58 2.19 0.31
H 5.63 2.86 1.72 0.40
O -1.59 1.38 -3.96 -0.58
H -2.25 0.88 -4.48 0.28
H -0.77 1.08 -4.25 0.28
O 1.18 -3.78 1.44 -0.63
H 2.15 -3.86 1.20 0.30
H 1.10 -2.81 1.29 0.40
O -0.23 -1.31 -0.97 0.28
H 0.37 -1.24 -1.77 0.12
H -1.03 -1.79 -1.36 0.01
O 4.14 3.40 0.82 -0.61
H 4.04 4.09 0.19 0.32
H 3.50 3.37 1.54 0.27
O -3.31 4.39 -0.23 -0.67
H -4.24 4.12 -0.13 0.32
H -2.99 3.58 -0.65 0.41
O 1.65 -3.59 -2.07 -0.68
H 1.36 -3.32 -1.18 0.24
H 0.85 -3.99 -2.48 0.34
O -5.28 -3.51 -1.24 -0.67
H -6.19 -3.68 -1.49 0.25
H -4.88 -4.23 -0.72 0.38
O 2.66 5.16 -0.50 -0.68
H 3.23 5.94 -0.69 0.32
H 2.07 5.55 0.15 0.40
O 4.26 -0.44 0.24 -0.66
H 3.39 -0.79 0.42 0.28
H 4.05 0.24 -0.41 0.34
O -3.30 -1.88 -0.38 -0.42
H -4.13 -2.28 -0.69 0.30
H -3.42 -1.08 0.14 0.17
O 1.20 -1.03 1.32 -0.61
H 0.76 -0.86 0.44 0.40
H 1.16 -0.24 1.86 0.20
O 3.02 -1.99 -3.64 -0.69
H 2.64 -2.70 -3.06 0.46
H 3.69 -2.44 -4.19 0.29
O -1.46 4.80 2.03 -0.72
H -1.59 4.05 2.61 0.27
H -2.04 4.68 1.21 0.41
O 2.79 1.15 2.69 -0.47
H 3.30 0.63 2.09 0.29
H 3.31 1.57 3.38 0.22
O -1.62 -4.29 -0.42 -0.92
H -1.26 -4.39 -1.30 0.19
H -2.08 -3.46 -0.32 0.44
O 3.88 2.91 5.06 -0.67
H 3.54 3.80 4.79 0.32
H 4.58 2.89 4.41 0.31
O -3.89 -5.34 0.24 -0.74
H -2.95 -5.16 -0.04 0.42
H -3.84 -5.46 1.19 0.30
O -1.97 0.79 0.98 -0.68
H -1.54 1.39 1.65 0.31
H -1.51 -0.03 1.16 0.20
O -3.91 -2.13 -3.49 -0.61
H -4.35 -2.62 -2.78 0.33
H -4.67 -1.74 -3.89 0.28
O -1.61 -4.29 2.27 -0.66
H -0.75 -4.32 2.70 0.35
H -1.33 -4.33 1.35 0.43
O -1.15 -3.10 -3.08 -0.59
H -0.66 -2.29 -3.29 0.24
H -2.07 -2.93 -3.43 0.23
O -1.53 -0.92 3.53 -0.55
H -1.30 -1.86 3.44 0.32
H -2.42 -1.00 3.87 0.26
O -1.62 2.21 -1.33 -0.94
H -1.76 1.58 -0.57 0.50
H -2.06 1.72 -2.06 0.34
```

***

Question: The lowest energy above the lowest of the compared OMol25 structures with the same formula, charge and spin belongs to which entry?
Answer: H4SSi